(1)
DFT (ωB97M-V/def2-TZVPD) results for a 9-piece molecular cluster, C35H74FNO10SSi overall.

Each line ends with the Löwdin charge.
Atoms and positions in Å:
1 C -3.411 4.925 5.640  -0.161
2 Si -3.596 6.313 4.436  0.449
3 C -2.004 6.718 3.571  -0.156
4 C -4.274 7.840 5.257  -0.175
5 N -4.839 5.924 3.170  -0.180
6 S -5.101 4.464 2.556  0.514
7 O -5.954 4.559 1.427  -0.256
8 O -5.282 3.511 3.589  -0.252
9 F -3.673 4.121 1.941  -0.184
10 H -4.356 4.430 5.860  0.034
11 H -3.029 5.367 6.565  0.042
12 H -2.704 4.172 5.291  0.035
13 H -1.214 6.756 4.326  0.045
14 H -1.706 5.991 2.815  0.034
15 H -2.043 7.708 3.111  0.020
16 H -4.549 8.602 4.524  0.027
17 H -5.172 7.602 5.831  0.036
18 H -3.536 8.274 5.934  0.034
19 H -4.764 6.565 2.383  0.086
20 C -3.785 -0.239 5.104  -0.168
21 C -2.842 -0.625 3.967  -0.166
22 C -2.239 0.723 3.598  -0.192
23 O -2.195 1.481 4.816  -0.153
24 C -2.966 0.823 5.823  -0.211
25 H -4.049 -1.073 5.755  0.109
26 H -4.704 0.196 4.707  0.113
27 H -2.068 -1.306 4.328  0.112
28 H -3.346 -1.095 3.124  0.112
29 H -2.867 1.246 2.870  0.114
30 H -1.233 0.656 3.187  0.105
31 H -2.291 0.370 6.558  0.115
32 H -3.581 1.565 6.333  0.110
33 C 1.667 1.129 -0.588  -0.160
34 C 0.811 2.388 -0.715  -0.158
35 C -0.545 1.876 -0.249  -0.198
36 O -0.273 0.861 0.726  -0.158
37 C 1.109 0.508 0.686  -0.210
38 H 2.737 1.328 -0.524  0.112
39 H 1.492 0.469 -1.440  0.094
40 H 1.178 3.173 -0.050  0.112
41 H 0.773 2.785 -1.729  0.112
42 H -1.111 1.439 -1.075  0.108
43 H -1.168 2.645 0.209  0.112
44 H 1.612 0.901 1.578  0.116
45 H 1.191 -0.581 0.700  0.104
46 C -0.431 -3.350 -2.356  -0.160
47 C 0.478 -3.773 -3.508  -0.177
48 C 1.013 -2.429 -3.983  -0.196
49 O 1.081 -1.597 -2.824  -0.149
50 C 0.370 -2.208 -1.744  -0.204
51 H -0.628 -4.148 -1.640  0.107
52 H -1.388 -2.985 -2.734  0.115
53 H 1.296 -4.397 -3.144  0.091
54 H -0.038 -4.321 -4.297  0.116
55 H 0.344 -1.968 -4.719  0.118
56 H 2.009 -2.497 -4.421  0.104
57 H 1.091 -2.584 -1.010  0.119
58 H -0.251 -1.452 -1.260  0.114
59 C 5.560 -5.273 -4.417  -0.161
60 C 5.232 -6.695 -4.872  -0.158
61 C 3.974 -6.988 -4.068  -0.203
62 O 3.306 -5.736 -3.900  -0.160
63 C 4.169 -4.666 -4.292  -0.205
64 H 6.189 -4.729 -5.122  0.113
65 H 6.054 -5.297 -3.446  0.098
66 H 5.016 -6.691 -5.943  0.114
67 H 6.025 -7.414 -4.672  0.101
68 H 4.228 -7.394 -3.083  0.109
69 H 3.287 -7.677 -4.563  0.110
70 H 3.817 -4.258 -5.247  0.116
71 H 4.107 -3.880 -3.537  0.118
72 C -1.248 12.235 2.490  -0.169
73 C -1.239 12.086 4.010  -0.167
74 C -1.452 10.586 4.169  -0.212
75 O -0.838 9.975 3.034  -0.158
76 C -0.518 10.969 2.058  -0.201
77 H -0.757 13.141 2.138  0.111
78 H -2.273 12.231 2.114  0.113
79 H -0.268 12.378 4.414  0.114
80 H -2.009 12.672 4.511  0.112
81 H -2.519 10.339 4.182  0.106
82 H -0.994 10.178 5.072  0.119
83 H 0.566 11.124 2.044  0.118
84 H -0.827 10.604 1.078  0.117
85 C -4.668 3.233 -3.708  -0.169
86 C -5.104 3.985 -2.452  -0.165
87 C -4.220 3.345 -1.391  -0.202
88 O -3.006 2.982 -2.053  -0.156
89 C -3.170 3.083 -3.466  -0.206
90 H -4.892 3.760 -4.634  0.109
91 H -5.147 2.252 -3.746  0.113
92 H -4.872 5.048 -2.550  0.114
93 H -6.164 3.887 -2.223  0.113
94 H -4.688 2.446 -0.974  0.125
95 H -3.979 4.015 -0.568  0.094
96 H -2.623 3.958 -3.835  0.116
97 H -2.746 2.192 -3.931  0.116
98 C 7.672 -8.729 -0.574  -0.165
99 C 8.897 -8.131 -1.265  -0.167
100 C 8.264 -7.464 -2.480  -0.205
101 O 6.960 -7.049 -2.070  -0.170
102 C 6.630 -7.644 -0.812  -0.195
103 H 7.826 -8.934 0.484  0.112
104 H 7.375 -9.658 -1.064  0.115
105 H 9.368 -7.384 -0.623  0.114
106 H 9.648 -8.870 -1.540  0.112
107 H 8.174 -8.169 -3.314  0.115
108 H 8.813 -6.588 -2.828  0.120
109 H 6.668 -6.879 -0.030  0.120
110 H 5.611 -8.029 -0.868  0.112
111 C 0.478 -7.560 -2.723  -0.160
112 C -0.738 -8.461 -2.928  -0.163
113 C -0.247 -9.770 -2.320  -0.208
114 O 0.653 -9.412 -1.271  -0.140
115 C 0.975 -8.023 -1.361  -0.196
116 H 0.248 -6.495 -2.745  0.093
117 H 1.231 -7.754 -3.487  0.098
118 H -1.594 -8.077 -2.369  0.113
119 H -1.030 -8.568 -3.972  0.111
120 H 0.287 -10.371 -3.065  0.115
121 H -1.048 -10.378 -1.898  0.115
122 H 0.472 -7.482 -0.552  0.117
123 H 2.052 -7.905 -1.235  0.111

Values from the calculation:
SMILES   C[Si](C)(C)NS(=O)(=O)F.C1CCOC1.C1CCOC1.C1CCOC1.C1CCOC1.C1CCOC1.C1CCOC1.C1CCOC1.C1CCOC1
Largest force on an atom   0.45 eV Å⁻¹
HOMO level   -8.91 eV
Total charge   0
E   -2972.62856 Eh

(2)
DFT (ωB97M-V/def2-TZVPD) results for a 9-piece molecular cluster, C35H77BF3NO14S overall.

Each line ends with the Löwdin charge.
Atoms and positions in Å:
1 C 3.313 4.190 3.889  -0.101
2 C 2.444 3.184 3.139  -0.243
3 C 3.254 2.185 2.301  -0.168
4 C 2.349 1.076 1.747  -0.269
5 C 1.524 1.640 0.569  -0.026
6 C 3.093 -0.220 1.376  -0.286
7 C 4.261 -0.600 2.280  -0.070
8 C 3.966 -0.723 3.777  -0.182
9 O 2.594 -0.930 4.044  -0.140
10 C 2.404 -1.380 5.356  -0.089
11 C 0.920 -1.375 5.710  -0.543
12 F 0.687 -0.607 6.807  0.122
13 F 0.143 -0.894 4.717  0.139
14 F 0.477 -2.623 6.004  0.123
15 O 3.775 0.125 0.097  -0.155
16 S 3.463 -0.858 -1.077  0.573
17 O 4.402 -1.930 -1.074  -0.211
18 O 3.256 -0.109 -2.266  -0.213
19 O 2.083 -1.345 -0.513  -0.161
20 C 2.166 -1.430 0.956  -0.216
21 C 0.731 -1.346 1.479  -0.053
22 C -0.096 -2.584 1.219  -0.222
23 C -0.466 -3.401 2.267  -0.028
24 C -1.225 -4.542 2.050  -0.034
25 C -1.648 -4.879 0.777  -0.271
26 C -2.498 -6.099 0.550  -0.058
27 C -1.275 -4.051 -0.267  -0.032
28 C -0.512 -2.922 -0.057  -0.024
29 B 2.642 -2.962 1.269  -0.560
30 N 3.089 -3.436 2.581  0.203
31 O 2.517 -3.833 0.226  0.184
32 H 4.251 3.730 4.198  0.068
33 H 3.491 5.100 3.316  0.070
34 H 2.779 4.504 4.786  0.059
35 H 1.908 2.595 3.892  0.112
36 H 1.677 3.667 2.534  0.105
37 H 4.038 1.809 2.954  0.087
38 H 3.706 2.728 1.467  0.128
39 H 1.637 0.841 2.539  0.127
40 H 0.525 1.927 0.897  0.088
41 H 1.417 0.953 -0.264  0.071
42 H 1.997 2.537 0.168  0.090
43 H 4.994 0.201 2.190  0.128
44 H 4.744 -1.481 1.861  0.121
45 H 4.252 0.209 4.280  0.124
46 H 4.590 -1.507 4.221  0.126
47 H 2.812 -2.386 5.483  0.140
48 H 2.912 -0.717 6.064  0.143
49 H 0.230 -0.480 1.043  0.130
50 H 0.780 -1.183 2.552  0.102
51 H -0.149 -3.146 3.270  0.104
52 H -1.483 -5.166 2.897  0.113
53 H -2.120 -6.960 1.093  0.074
54 H -2.594 -6.317 -0.510  0.067
55 H -3.506 -5.905 0.926  0.085
56 H -1.607 -4.288 -1.270  0.113
57 H -0.249 -2.294 -0.898  0.117
58 H 4.073 -3.304 2.778  0.073
59 H 2.904 -4.431 2.653  0.086
60 H 3.127 -4.569 0.326  0.119
61 C 0.127 7.501 2.968  -0.090
62 C -0.633 6.372 3.637  -0.316
63 O 0.192 5.633 4.536  -0.091
64 H 0.989 7.110 2.426  0.075
65 H -0.512 8.042 2.267  0.070
66 H 0.502 8.213 3.703  0.057
67 H -0.990 5.651 2.901  0.108
68 H -1.503 6.767 4.174  0.107
69 H 0.511 6.244 5.207  0.080
70 C -2.371 -0.280 -3.031  -0.082
71 C -3.550 -1.183 -2.720  -0.312
72 O -3.417 -1.806 -1.445  -0.087
73 H -1.440 -0.850 -2.987  0.067
74 H -2.462 0.169 -4.021  0.048
75 H -2.297 0.524 -2.294  0.076
76 H -3.616 -1.995 -3.444  0.110
77 H -4.485 -0.613 -2.765  0.108
78 H -3.364 -1.112 -0.781  0.080
79 C -5.124 -10.833 -0.145  -0.084
80 C -4.365 -9.875 0.749  -0.305
81 O -3.796 -8.803 -0.008  -0.101
82 H -4.459 -11.213 -0.920  0.056
83 H -5.522 -11.681 0.414  0.077
84 H -5.958 -10.332 -0.642  0.077
85 H -3.523 -10.376 1.224  0.114
86 H -5.012 -9.478 1.538  0.109
87 H -4.517 -8.330 -0.435  0.087
88 C 1.479 11.330 1.402  -0.087
89 C 1.686 11.256 2.902  -0.311
90 O 2.174 9.981 3.310  -0.095
91 H 0.784 10.556 1.079  0.057
92 H 1.077 12.300 1.110  0.077
93 H 2.423 11.173 0.873  0.074
94 H 0.741 11.395 3.425  0.113
95 H 2.376 12.040 3.232  0.107
96 H 3.018 9.829 2.873  0.083
97 C -1.440 10.946 -1.828  -0.090
98 C -1.823 10.116 -0.616  -0.328
99 O -2.065 10.936 0.527  -0.092
100 H -0.550 11.538 -1.613  0.071
101 H -1.239 10.312 -2.692  0.075
102 H -2.244 11.637 -2.091  0.073
103 H -1.012 9.440 -0.347  0.099
104 H -2.713 9.516 -0.828  0.108
105 H -2.786 11.531 0.304  0.078
106 C -1.510 -9.228 -3.662  -0.088
107 C -2.594 -10.279 -3.509  -0.322
108 O -2.464 -11.013 -2.296  -0.096
109 H -0.525 -9.693 -3.630  0.075
110 H -1.614 -8.692 -4.607  0.073
111 H -1.563 -8.501 -2.848  0.068
112 H -2.534 -11.013 -4.311  0.110
113 H -3.583 -9.809 -3.553  0.107
114 H -2.527 -10.378 -1.571  0.054
115 C -0.440 2.995 -6.692  -0.088
116 C -0.863 1.563 -6.430  -0.326
117 O -2.222 1.453 -6.013  -0.095
118 H -0.582 3.602 -5.798  0.076
119 H 0.609 3.045 -6.986  0.076
120 H -1.040 3.434 -7.493  0.073
121 H -0.271 1.135 -5.620  0.114
122 H -0.710 0.951 -7.326  0.107
123 H -2.783 1.808 -6.708  0.088
124 C -0.239 -3.367 -5.826  -0.088
125 C -0.545 -2.593 -7.095  -0.323
126 O -1.755 -1.851 -6.994  -0.088
127 H -1.058 -4.046 -5.591  0.074
128 H 0.679 -3.947 -5.930  0.074
129 H -0.116 -2.687 -4.979  0.067
130 H -0.680 -3.272 -7.936  0.110
131 H 0.286 -1.919 -7.335  0.106
132 H -1.658 -1.227 -6.266  0.052

Values from the calculation:
SMILES   CCC[C@@H](C)[C@]1(CCOCC(F)(F)F)OS(=O)(=O)O[C@@]1(Cc1ccc(C)cc1)B(N)O.CCO.CCO.CCO.CCO.CCO.CCO.CCO.CCO
Largest force on an atom   1.00 eV Å⁻¹
HOMO level   -8.55 eV
Total charge   0
E   -3210.54375 Eh

(3)
DFT (ωB97M-V/def2-TZVPD) results for C35H78Br2F12GaO9S8 as an isolated structure at a distorted geometry.

Each line ends with the Löwdin charge.
Atoms and positions in Å:
1 C 7.036 -3.962 3.169  -0.123
2 C 6.465 -4.130 1.771  -0.261
3 C 5.082 -3.474 1.558  -0.193
4 C 4.038 -4.419 0.924  -0.199
5 C 3.187 -3.753 -0.172  -0.209
6 C 3.689 -4.032 -1.603  -0.194
7 C 4.453 -2.852 -2.236  -0.193
8 C 3.601 -2.027 -3.197  -0.218
9 C 3.979 -0.552 -3.223  -0.305
10 C 2.927 0.282 -3.968  -0.243
11 Ga 1.353 0.865 -2.800  0.515
12 C -0.083 -0.564 -2.568  -0.222
13 C 0.129 -1.543 -1.417  -0.270
14 C -0.845 -2.760 -1.474  -0.167
15 C -1.825 -2.711 -0.307  -0.107
16 C -2.949 -3.710 -0.448  -0.448
17 F -2.409 -4.978 -0.358  0.099
18 F -3.594 -3.658 -1.647  0.114
19 C -4.019 -3.732 0.679  -0.407
20 F -4.960 -4.659 0.375  0.119
21 F -3.425 -4.101 1.840  0.110
22 S -4.919 -2.099 1.027  0.781
23 F -3.630 -1.532 1.730  -0.118
24 F -5.426 -2.700 2.423  -0.160
25 F -6.268 -2.607 0.354  -0.131
26 F -4.492 -1.472 -0.352  -0.112
27 F -5.658 -0.741 1.396  -0.137
28 C 2.118 1.606 -1.054  -0.207
29 C 1.138 1.601 0.110  -0.278
30 C 1.762 2.081 1.431  -0.814
31 F 2.748 2.993 1.240  -0.041
32 Br 2.584 0.552 2.352  0.771
33 C 0.709 2.715 2.381  -0.883
34 F -0.063 1.770 2.975  0.003
35 F -0.111 3.552 1.683  0.028
36 Br 1.549 3.805 3.798  0.747
37 C 0.454 2.467 -3.789  -0.236
38 O -0.980 2.451 -3.649  -0.253
39 O -1.213 2.674 -2.245  -0.083
40 H 7.897 -4.610 3.264  0.028
41 H 6.316 -4.236 3.937  0.069
42 H 7.361 -2.940 3.348  0.074
43 H 7.156 -3.717 1.039  0.097
44 H 6.392 -5.197 1.564  0.093
45 H 5.199 -2.618 0.901  0.094
46 H 4.712 -3.135 2.522  0.099
47 H 3.385 -4.791 1.712  0.100
48 H 4.535 -5.284 0.491  0.088
49 H 2.174 -4.144 -0.087  0.092
50 H 3.139 -2.681 0.004  0.100
51 H 4.330 -4.912 -1.591  0.092
52 H 2.827 -4.296 -2.214  0.098
53 H 5.324 -3.235 -2.757  0.094
54 H 4.787 -2.202 -1.430  0.096
55 H 3.706 -2.418 -4.210  0.107
56 H 2.541 -2.102 -2.948  0.087
57 H 4.930 -0.465 -3.739  0.061
58 H 4.145 -0.182 -2.212  0.084
59 H 2.624 -0.217 -4.890  0.043
60 H 3.410 1.213 -4.289  0.033
61 H -1.085 -0.138 -2.501  0.043
62 H -0.086 -1.155 -3.488  0.050
63 H -0.066 -1.063 -0.460  0.078
64 H 1.141 -1.940 -1.401  0.072
65 H -1.434 -2.678 -2.383  0.105
66 H -0.321 -3.711 -1.495  0.107
67 H -2.190 -1.699 -0.180  0.111
68 H -1.318 -2.982 0.618  0.140
69 H 2.383 2.646 -1.248  0.054
70 H 3.049 1.133 -0.736  0.037
71 H 0.281 2.223 -0.132  0.100
72 H 0.766 0.604 0.322  0.066
73 H 0.831 3.441 -3.468  0.045
74 H 0.603 2.324 -4.856  0.050
75 H -2.153 2.500 -2.174  0.080
76 C 7.164 -0.025 -6.669  -0.270
77 S 6.408 -1.551 -6.108  0.812
78 O 6.701 -1.668 -4.660  -0.538
79 C 7.560 -2.655 -6.943  -0.274
80 H 6.602 0.795 -6.229  0.036
81 H 8.202 0.017 -6.336  0.061
82 H 7.105 0.039 -7.756  0.049
83 H 8.575 -2.449 -6.602  0.053
84 H 7.481 -2.513 -8.021  0.050
85 H 7.284 -3.676 -6.687  0.046
86 C -8.901 2.252 3.763  -0.273
87 S -7.248 2.963 3.801  0.819
88 O -7.381 4.375 3.356  -0.557
89 C -6.615 2.016 2.414  -0.271
90 H -9.490 2.737 4.539  0.041
91 H -9.352 2.432 2.788  0.058
92 H -8.839 1.183 3.965  0.051
93 H -7.221 2.209 1.529  0.065
94 H -6.635 0.960 2.669  0.033
95 H -5.589 2.329 2.233  0.059
96 C -6.214 -3.499 7.033  -0.277
97 S -4.954 -4.563 6.313  0.802
98 O -4.026 -4.934 7.411  -0.554
99 C -4.160 -3.271 5.354  -0.267
100 H -6.812 -4.103 7.713  0.046
101 H -5.735 -2.688 7.582  0.056
102 H -6.848 -3.104 6.240  0.049
103 H -3.825 -2.476 6.020  0.063
104 H -4.863 -2.885 4.622  0.027
105 H -3.305 -3.708 4.843  0.054
106 C 12.108 -6.268 1.595  -0.277
107 S 10.861 -5.047 1.157  0.813
108 O 9.892 -4.996 2.279  -0.545
109 C 10.094 -6.019 -0.145  -0.269
110 H 12.678 -5.874 2.433  0.046
111 H 11.620 -7.198 1.885  0.056
112 H 12.770 -6.430 0.745  0.049
113 H 9.744 -6.966 0.267  0.058
114 H 10.816 -6.189 -0.943  0.051
115 H 9.250 -5.450 -0.529  0.050
116 C 4.968 4.450 -8.712  -0.270
117 S 6.592 3.724 -8.964  0.798
118 O 6.380 2.311 -9.377  -0.560
119 C 7.046 3.702 -7.226  -0.274
120 H 4.480 4.519 -9.682  0.048
121 H 4.382 3.814 -8.049  0.063
122 H 5.080 5.447 -8.286  0.053
123 H 6.312 3.125 -6.664  0.050
124 H 7.093 4.725 -6.852  0.053
125 H 8.026 3.237 -7.142  0.049
126 C -8.295 7.405 2.355  -0.274
127 S -9.222 7.919 0.907  0.798
128 O -8.817 9.316 0.592  -0.562
129 C -10.803 8.009 1.755  -0.283
130 H -7.247 7.318 2.078  0.053
131 H -8.410 8.153 3.141  0.058
132 H -8.654 6.433 2.692  0.026
133 H -10.739 8.705 2.586  0.028
134 H -11.072 7.016 2.116  0.046
135 H -11.552 8.352 1.044  0.050
136 C -12.235 8.458 7.286  -0.273
137 S -11.305 7.905 5.851  0.807
138 O -11.866 8.615 4.673  -0.549
139 C -11.977 6.238 5.824  -0.268
140 H -11.994 9.505 7.454  0.050
141 H -13.302 8.351 7.093  0.057
142 H -11.941 7.871 8.156  0.052
143 H -13.062 6.283 5.730  0.059
144 H -11.691 5.719 6.738  0.053
145 H -11.553 5.724 4.964  0.043

Values from the calculation:
Energy relative to the best compared isomer or geometry (same formula, charge and spin)   14.5 kcal per mole
Largest force on an atom   1.15 eV Å⁻¹
HOMO level   -4.52 eV
Total charge   -1
E   -13513.87515 Eh

Question: The highest E belongs to which entry?
Answer: C35H74FNO10SSi